(1)
ORCA calculation (wB97M-V/def2-TZVPD) on a 16-piece molecular cluster, C64H160O16 overall.

HOMO-LUMO gap: 9.93 eV
total charge: 0
relative energy (zero: lowest compared OMol25 entry of this formula, charge and spin): 42.3 kcal per mole
LUMO energy: 0.60 eV
multiplicity: 1

Each line ends with the Löwdin charge.
Geometry (Å):
C -4.86 -0.33 -0.91  -0.059
C -3.94 -0.37 -2.10  -0.283
O -4.26 -1.38 -3.03  -0.181
C -4.86 -0.91 -4.22  -0.278
C -5.18 -2.07 -5.14  -0.056
H -4.40 0.30 -0.11  0.072
H -5.77 0.26 -1.09  0.077
H -5.18 -1.28 -0.54  0.055
H -3.94 0.64 -2.60  0.127
H -2.93 -0.52 -1.77  0.079
H -5.74 -0.29 -3.93  0.130
H -4.19 -0.17 -4.71  0.116
H -5.83 -2.84 -4.60  0.102
H -4.26 -2.57 -5.50  0.044
H -5.64 -1.73 -6.07  0.070
C -1.29 2.15 -2.50  -0.069
C -1.80 2.47 -1.15  -0.288
O -3.14 2.87 -1.20  -0.150
C -3.64 3.35 0.07  -0.253
C -5.12 3.66 -0.15  -0.065
H -0.23 2.04 -2.45  0.044
H -1.70 1.27 -3.03  0.074
H -1.43 2.96 -3.18  0.065
H -1.64 1.65 -0.46  0.093
H -1.17 3.31 -0.73  0.129
H -3.47 2.68 0.90  0.092
H -3.14 4.28 0.34  0.102
H -5.66 3.90 0.79  0.077
H -5.63 2.81 -0.57  0.058
H -5.23 4.61 -0.71  0.082
C 2.33 -1.10 -3.09  -0.049
C 0.86 -1.13 -2.74  -0.290
O 0.28 -2.15 -3.54  -0.166
C -1.12 -2.25 -3.27  -0.262
C -1.47 -3.63 -3.85  -0.054
H 2.73 -2.12 -2.98  0.084
H 2.40 -0.72 -4.10  0.066
H 2.82 -0.37 -2.41  0.066
H 0.68 -1.28 -1.66  0.097
H 0.42 -0.14 -2.93  0.103
H -1.27 -2.28 -2.19  0.104
H -1.71 -1.47 -3.79  0.108
H -1.03 -4.47 -3.27  0.073
H -0.99 -3.61 -4.86  0.077
H -2.57 -3.73 -3.91  0.063
C 4.82 1.40 -4.35  -0.065
C 4.95 1.96 -2.93  -0.278
O 6.20 1.59 -2.36  -0.143
C 6.12 1.76 -0.92  -0.283
C 7.40 1.45 -0.26  -0.071
H 4.89 0.27 -4.34  0.085
H 3.90 1.72 -4.83  0.056
H 5.70 1.71 -4.94  0.075
H 4.77 3.07 -2.88  0.117
H 4.15 1.46 -2.33  0.079
H 5.78 2.75 -0.65  0.090
H 5.32 1.09 -0.54  0.102
H 8.26 2.08 -0.43  0.072
H 7.80 0.52 -0.63  0.071
H 7.37 1.33 0.83  0.076
C -6.63 -2.25 3.04  -0.056
C -5.87 -0.94 2.83  -0.268
O -4.64 -0.90 3.53  -0.161
C -4.01 0.36 3.46  -0.287
C -2.79 0.35 4.31  -0.064
H -6.88 -2.45 4.09  0.088
H -7.46 -2.30 2.35  0.071
H -5.94 -3.03 2.71  0.042
H -5.71 -0.71 1.78  0.092
H -6.45 -0.12 3.28  0.116
H -3.80 0.61 2.39  0.110
H -4.67 1.12 3.84  0.113
H -2.36 1.36 4.33  0.075
H -2.02 -0.28 3.91  0.043
H -3.03 0.05 5.31  0.070
C 2.65 5.58 5.09  -0.069
C 2.91 4.24 5.77  -0.293
O 2.51 3.27 4.81  -0.186
C 2.46 2.00 5.52  -0.246
C 1.78 0.96 4.69  -0.080
H 3.29 5.59 4.22  0.048
H 1.53 5.67 4.91  0.097
H 2.95 6.42 5.71  0.074
H 3.95 4.12 6.02  0.111
H 2.29 4.23 6.70  0.122
H 3.49 1.78 5.76  0.116
H 1.91 2.18 6.48  0.120
H 0.71 1.06 4.50  0.055
H 1.92 0.00 5.16  0.072
H 2.17 0.94 3.68  0.057
C -0.84 3.24 2.82  -0.048
C 0.11 4.19 2.08  -0.282
O -0.68 5.16 1.47  -0.179
C 0.03 6.10 0.63  -0.259
C -1.00 7.09 0.19  -0.084
H -1.48 2.65 2.18  0.048
H -0.32 2.56 3.51  0.057
H -1.55 3.84 3.37  0.077
H 0.87 4.68 2.78  0.120
H 0.62 3.61 1.30  0.094
H 0.86 6.60 1.17  0.121
H 0.46 5.58 -0.24  0.100
H -1.75 6.61 -0.43  0.070
H -0.52 7.85 -0.45  0.082
H -1.46 7.69 0.98  0.082
C 5.06 -0.28 3.12  -0.044
C 4.54 -1.43 2.23  -0.296
O 5.11 -1.25 0.97  -0.171
C 4.85 -2.32 0.05  -0.268
C 5.70 -2.23 -1.19  -0.058
H 4.81 0.65 2.62  0.041
H 4.68 -0.21 4.16  0.074
H 6.16 -0.32 3.08  0.078
H 4.63 -2.43 2.65  0.111
H 3.45 -1.33 2.13  0.085
H 4.99 -3.30 0.55  0.124
H 3.79 -2.25 -0.16  0.093
H 5.28 -2.96 -1.93  0.088
H 6.76 -2.50 -0.97  0.093
H 5.67 -1.24 -1.59  0.050
C -1.23 -7.76 -1.87  -0.048
C -1.23 -6.66 -0.77  -0.293
O -0.37 -5.67 -1.18  -0.172
C -0.05 -4.64 -0.25  -0.248
C 1.29 -4.01 -0.62  -0.048
H -0.26 -8.25 -1.85  0.070
H -2.03 -8.47 -1.62  0.074
H -1.41 -7.26 -2.84  0.075
H -2.20 -6.28 -0.60  0.078
H -0.76 -7.08 0.16  0.136
H -0.81 -3.89 -0.24  0.083
H -0.02 -4.99 0.79  0.118
H 1.29 -3.52 -1.62  0.072
H 2.08 -4.74 -0.65  0.078
H 1.41 -3.22 0.11  0.047
C 1.59 -3.27 3.89  -0.063
C 0.31 -2.65 4.28  -0.281
O -0.70 -3.68 4.18  -0.159
C -2.05 -3.15 4.25  -0.250
C -3.06 -4.29 4.17  -0.049
H 1.54 -3.71 2.90  0.071
H 2.38 -2.50 3.89  0.068
H 1.86 -4.12 4.52  0.083
H 0.37 -2.26 5.29  0.096
H -0.01 -1.77 3.66  0.106
H -2.15 -2.68 5.22  0.090
H -2.30 -2.38 3.48  0.095
H -2.94 -5.13 4.84  0.074
H -3.01 -4.67 3.17  0.039
H -4.05 -3.90 4.34  0.069
C -3.89 -3.76 0.71  -0.032
C -3.79 -4.17 -0.76  -0.282
O -4.26 -5.44 -1.02  -0.177
C -4.19 -5.74 -2.42  -0.259
C -4.84 -7.10 -2.48  -0.059
H -4.92 -3.45 0.91  0.063
H -3.64 -4.63 1.33  0.067
H -3.26 -2.98 1.10  0.055
H -4.29 -3.43 -1.39  0.110
H -2.75 -4.23 -1.04  0.083
H -4.71 -4.95 -2.99  0.121
H -3.13 -5.70 -2.73  0.096
H -4.49 -7.65 -1.63  0.069
H -4.63 -7.59 -3.41  0.070
H -5.91 -7.07 -2.33  0.076
C 3.67 4.14 -6.93  -0.074
C 2.55 4.29 -5.93  -0.334
O 2.98 5.05 -4.85  -0.157
C 1.90 5.80 -4.23  -0.225
C 0.86 4.93 -3.47  -0.053
H 3.81 5.11 -7.41  0.076
H 4.56 3.91 -6.36  0.069
H 3.58 3.42 -7.72  0.066
H 1.71 4.82 -6.44  0.126
H 2.23 3.26 -5.69  0.111
H 2.39 6.51 -3.59  0.098
H 1.40 6.35 -4.99  0.097
H 0.28 4.33 -4.18  0.065
H 0.23 5.63 -2.92  0.071
H 1.39 4.22 -2.80  0.062
C 5.02 6.17 -1.66  -0.062
C 4.19 5.90 -0.42  -0.287
O 4.76 4.80 0.27  -0.177
C 4.32 4.62 1.57  -0.312
C 4.82 3.31 2.13  -0.060
H 6.08 6.07 -1.35  0.084
H 4.87 5.34 -2.39  0.070
H 4.84 7.13 -2.14  0.077
H 4.09 6.75 0.28  0.118
H 3.11 5.71 -0.69  0.117
H 4.58 5.49 2.25  0.128
H 3.20 4.60 1.62  0.114
H 4.28 2.99 3.02  0.063
H 5.89 3.36 2.33  0.086
H 4.69 2.63 1.29  0.047
C -0.15 -4.53 7.68  -0.081
C -1.11 -3.46 8.01  -0.307
O -0.40 -2.25 7.74  -0.170
C -1.16 -1.12 8.10  -0.301
C -0.29 0.13 8.23  -0.074
H -0.60 -5.50 8.02  0.100
H -0.01 -4.60 6.59  0.066
H 0.81 -4.33 8.13  0.080
H -2.06 -3.48 7.40  0.129
H -1.38 -3.57 9.08  0.122
H -2.01 -0.93 7.38  0.117
H -1.68 -1.24 9.12  0.132
H -0.91 1.07 8.28  0.094
H 0.27 0.18 7.31  0.041
H 0.43 0.14 9.04  0.069
C -1.01 0.19 -6.59  -0.051
C -1.24 -1.31 -6.91  -0.223
O -2.50 -1.45 -7.61  -0.154
C -2.81 -2.80 -7.73  -0.342
C -4.00 -3.00 -8.65  -0.079
H -0.98 0.81 -7.48  0.071
H -1.82 0.55 -5.89  0.079
H -0.09 0.28 -6.05  0.052
H -0.47 -1.69 -7.59  0.124
H -1.36 -1.87 -6.00  0.073
H -1.97 -3.39 -8.16  0.127
H -3.06 -3.27 -6.76  0.091
H -4.86 -2.45 -8.27  0.054
H -4.35 -4.06 -8.66  0.090
H -3.89 -2.59 -9.66  0.077
C -0.94 -0.79 0.95  -0.046
C 0.49 -0.30 1.08  -0.277
O 0.70 0.84 0.24  -0.167
C 2.06 1.36 0.27  -0.224
C 2.15 2.40 -0.83  -0.068
H -1.17 -0.76 -0.10  0.051
H -1.15 -1.78 1.35  0.063
H -1.58 -0.06 1.47  0.067
H 0.65 -0.03 2.10  0.079
H 1.23 -1.13 0.91  0.106
H 2.31 1.78 1.26  0.104
H 2.74 0.48 0.18  0.116
H 1.36 3.09 -0.64  0.042
H 2.05 1.94 -1.82  0.062
H 3.12 2.96 -0.74  0.085

(2)
ORCA calculation (wB97M-V/def2-TZVPD) on a single C2H5N3S2 molecule.

HOMO-LUMO gap: 8.43 eV
total charge: 0
SMILES string: [H]/N=C\NC(=S)NS
relative energy (zero: lowest compared OMol25 entry of this formula, charge and spin): 74.0 kcal per mole
LUMO energy: -0.27 eV
multiplicity: 1

Each line ends with the natural charge from an NBO analysis.
Geometry (Å):
H -1.92 -0.77 2.02  0.353
N -1.29 0.11 2.23  -0.644
C -0.60 0.61 1.23  0.259
N -0.81 0.08 -0.17  -0.658
C 0.10 0.28 -1.17  0.253
S -0.50 0.64 -2.68  -0.193
N 1.36 0.34 -0.81  -0.731
S 2.09 -0.92 0.30  0.147
H 0.34 1.28 1.39  0.211
H -1.79 0.00 -0.24  0.423
H 1.82 0.39 -1.77  0.429
H 1.19 -2.04 -0.34  0.152

(3)
ORCA calculation (wB97M-V/def2-TZVPD) on C8F24MgN4O16S8 as an isolated structure.

HOMO-LUMO gap: 9.28 eV
total charge: -2
relative energy (zero: lowest compared OMol25 entry of this formula, charge and spin): 71.7 kcal per mole
LUMO energy: 4.04 eV
multiplicity: 1

Each line ends with the natural charge from an NBO analysis.
Geometry (Å):
Mg 15.93 -0.66 7.48  1.773
C 16.97 2.55 10.30  0.793
F 17.59 3.02 11.37  -0.301
F 15.68 2.39 10.54  -0.291
F 17.10 3.39 9.29  -0.310
S 17.71 0.80 9.87  2.102
O 16.74 0.11 8.99  -1.077
O 18.93 1.09 9.15  -0.884
N 17.69 0.00 11.41  -1.035
S 19.20 0.13 11.89  2.174
O 19.79 1.42 11.71  -0.948
O 19.31 -0.38 13.24  -0.953
C 20.22 -1.14 10.93  0.725
F 20.90 -0.60 9.90  -0.319
F 21.04 -1.80 11.73  -0.312
F 19.38 -2.01 10.36  -0.314
C 15.10 1.04 3.98  0.774
F 13.79 1.00 3.78  -0.303
F 15.62 -0.15 3.70  -0.297
F 15.58 1.98 3.19  -0.307
S 15.58 1.49 5.79  2.156
O 16.87 0.94 6.13  -0.966
O 15.44 2.91 5.91  -0.855
N 14.61 0.44 6.76  -1.324
S 13.24 1.25 7.08  2.166
O 13.31 1.53 8.49  -0.901
O 12.89 2.39 6.25  -0.913
C 11.84 -0.03 6.85  0.763
F 11.92 -0.96 7.77  -0.279
F 10.67 0.57 6.90  -0.307
F 12.00 -0.55 5.62  -0.329
C 13.68 -3.97 10.10  0.772
F 13.61 -4.62 11.23  -0.307
F 13.92 -4.81 9.07  -0.316
F 12.48 -3.42 9.87  -0.308
S 15.19 -2.76 10.19  2.150
O 16.28 -3.66 10.44  -0.892
O 15.23 -2.06 8.91  -1.031
N 15.04 -1.67 11.55  -1.073
S 13.70 -0.82 11.46  2.179
O 13.98 0.55 11.92  -0.938
O 12.98 -0.84 10.23  -0.940
C 12.53 -1.49 12.86  0.731
F 12.14 -2.74 12.59  -0.337
F 13.09 -1.48 14.08  -0.320
F 11.38 -0.80 12.89  -0.333
C 18.97 -1.51 4.98  0.769
F 19.64 -0.44 5.33  -0.295
F 18.01 -1.12 4.13  -0.314
F 19.77 -2.36 4.34  -0.308
S 18.30 -2.31 6.57  2.121
O 18.81 -3.66 6.60  -0.871
O 18.76 -1.44 7.63  -0.896
N 16.52 -2.11 6.53  -1.319
S 16.13 -3.54 5.82  2.156
O 16.86 -3.69 4.56  -0.942
O 16.15 -4.63 6.75  -0.901
C 14.23 -3.28 5.36  0.787
F 13.52 -3.33 6.47  -0.300
F 14.12 -2.05 4.88  -0.318
F 13.88 -4.24 4.52  -0.307

(4)
ORCA calculation (wB97M-V/def2-TZVPD) on a single C4H5N3O molecule.

HOMO-LUMO gap: 10.03 eV
total charge: 0
SMILES string: O/N=C1\N=CN2C[C@@H]12
relative energy (zero: lowest compared OMol25 entry of this formula, charge and spin): 171.8 kcal per mole
LUMO energy: 0.61 eV
multiplicity: 1

Each line ends with the natural charge from an NBO analysis.
Geometry (Å):
O 2.60 -0.13 -0.54  -0.556
N 1.39 0.26 -1.20  -0.144
C 0.31 0.05 -0.61  0.328
N 0.33 -0.84 0.56  -0.484
C -0.80 -1.13 0.94  0.271
N -1.86 -0.31 0.51  -0.415
C -1.39 1.23 0.76  -0.242
C -1.13 0.57 -0.49  -0.157
H 3.34 0.66 -0.68  0.486
H -1.10 -1.99 1.56  0.201
H -2.20 2.18 0.72  0.258
H -0.28 1.22 1.33  0.243
H -1.44 0.87 -1.33  0.211

(5)
ORCA calculation (wB97M-V/def2-TZVPD) on a single C15H13Br2NO4 molecule.

HOMO-LUMO gap: 8.76 eV
total charge: 0
SMILES string: CC(=O)OCCc1cccc2c1C(=O)N(/C(Br)=C(/C)Br)C2=O
relative energy (zero: lowest compared OMol25 entry of this formula, charge and spin): 52.1 kcal per mole
LUMO energy: -0.49 eV
multiplicity: 1

Each line ends with the natural charge from an NBO analysis.
Geometry (Å):
C 2.70 -1.64 0.75  -0.734
C 3.45 -1.15 -0.54  0.818
O 4.65 -1.21 -0.60  -0.559
O 2.67 -0.65 -1.58  -0.547
C 3.02 0.71 -1.92  -0.062
C 1.87 1.77 -1.55  -0.464
C 1.37 1.41 -0.12  0.040
C 2.07 1.83 1.12  -0.217
C 1.56 1.46 2.45  -0.197
C 0.34 0.65 2.62  -0.187
C -0.33 0.25 1.40  -0.111
C 0.16 0.64 0.07  -0.128
C -0.86 0.05 -0.96  0.704
O -0.66 -0.13 -2.13  -0.510
N -2.03 -0.15 -0.15  -0.537
C -3.18 -0.80 -0.73  0.025
Br -3.14 -2.16 -2.11  0.096
C -4.41 -0.46 -0.23  -0.031
C -5.75 -1.09 -0.69  -0.675
Br -4.57 0.91 1.18  0.052
C -1.60 -0.61 1.15  0.707
O -2.06 -1.45 1.86  -0.502
H 3.07 -2.64 1.08  0.244
H 2.87 -0.89 1.57  0.248
H 1.60 -1.71 0.60  0.227
H 3.93 1.05 -1.35  0.192
H 3.22 0.72 -3.02  0.204
H 2.32 2.79 -1.59  0.227
H 1.05 1.68 -2.30  0.247
H 3.00 2.44 1.00  0.231
H 2.10 1.82 3.35  0.231
H -0.07 0.34 3.60  0.244
H -6.44 -1.06 0.20  0.235
H -6.26 -0.53 -1.51  0.243
H -5.63 -2.19 -0.92  0.247

(6)
ORCA calculation (wB97M-V/def2-TZVPD) on a single C3H3NO3 molecule.

HOMO-LUMO gap: 9.69 eV
total charge: 0
SMILES string: O=CN(C=O)C=O
relative energy (zero: lowest compared OMol25 entry of this formula, charge and spin): 77.3 kcal per mole
LUMO energy: 0.12 eV
multiplicity: 1

Each line ends with the natural charge from an NBO analysis.
Geometry (Å):
O 0.87 -1.31 -1.50  -0.528
C 1.15 -0.36 -0.69  0.506
N 0.13 -0.04 0.19  -0.583
C -1.18 -1.02 0.02  0.559
O -1.01 -1.94 -0.70  -0.413
C -0.05 1.37 0.61  0.537
O -0.94 1.71 1.33  -0.527
H 2.14 0.36 -0.46  0.136
H -2.05 -0.74 0.57  0.173
H 0.95 1.97 0.62  0.140

(7)
ORCA calculation (wB97M-V/def2-TZVPD) on a single C11H5F3N4OS molecule.

HOMO-LUMO gap: 7.76 eV
total charge: 0
SMILES string: O=C(n1c2ccccc2c2nnc(S)nc21)C(F)(F)F
relative energy (zero: lowest compared OMol25 entry of this formula, charge and spin): 44.0 kcal per mole
LUMO energy: -1.26 eV
multiplicity: 1

Each line ends with the natural charge from an NBO analysis.
Geometry (Å):
O -0.69 2.86 -0.62  -0.463
C 0.31 2.17 -0.48  0.599
N 0.20 0.76 -0.37  -0.424
C -0.86 -0.03 -0.98  0.161
C -1.99 0.18 -1.72  -0.210
C -3.02 -0.81 -1.79  -0.202
C -2.73 -2.08 -1.34  -0.207
C -1.45 -2.50 -0.87  -0.167
C -0.55 -1.40 -0.62  -0.091
C 0.62 -1.45 0.18  0.062
N 1.10 -2.52 0.95  -0.105
N 1.87 -2.10 2.02  -0.260
C 2.03 -0.79 2.31  0.231
S 3.27 -0.39 3.54  0.081
N 1.64 0.25 1.58  -0.449
C 0.89 -0.10 0.51  0.390
C 1.56 3.00 -0.08  0.914
F 2.77 2.44 -0.13  -0.297
F 1.65 3.52 1.27  -0.330
F 1.56 4.09 -0.94  -0.308
H -2.11 1.21 -2.05  0.240
H -3.94 -0.61 -2.29  0.233
H -3.45 -2.89 -1.25  0.219
H -1.31 -3.53 -0.43  0.247
H 2.62 0.73 3.60  0.134

(8)
ORCA calculation (wB97M-V/def2-TZVPD) on C4H3CsFO as an isolated structure.

HOMO-LUMO gap (alpha / beta): 3.81 / 3.73 eV
total charge: -1
LUMO energy (alpha / beta): 1.87 / 1.85 eV
multiplicity: 1

Each line ends with the Löwdin charge.
Geometry (Å):
C 2.42 -1.20 -0.88  -0.075
C 1.58 -0.22 -0.41  -0.334
O 0.02 0.19 0.65  -0.294
C -0.69 0.38 -0.42  -0.134
H 3.47 -0.98 -1.08  0.025
H 2.16 -2.27 -0.80  0.044
H 0.96 0.60 -2.36  0.040
C 0.87 -0.08 -1.51  -0.161
F -6.43 1.83 4.37  -0.973
Cs -4.36 1.74 2.45  0.861